The following is a quantum chemistry calculation of a structure of composition C28H37Cl3N10O3PdS in a non-equilibrium geometry, from OMol25.

<S²> = 6.1411
E_HOMO (spin up / spin down) = -0.651 / -0.649 Eh
Charge = +4
Strongest force on any atom = 4.598 eV Å⁻¹
Total energy = -102515.4744 eV
Frontier orbital gap (spin up / spin down) = 6.864 / 3.874 eV
Spin multiplicity = 5

CARTESIAN COORDINATES (ANGSTROEM)
Pd 1.483 1.830 0.147
O 3.544 1.461 2.313
N 2.995 0.963 1.407
C 0.184 5.767 -0.562
C 1.661 5.491 -0.135
C 2.356 4.637 -1.240
C 2.328 6.849 -0.114
N 1.909 4.835 1.187
N 1.286 3.543 1.297
H 0.204 6.135 -1.603
H -0.212 6.515 0.099
H -0.436 4.859 -0.569
H 2.129 4.933 -2.281
H 2.101 3.554 -1.142
H 3.434 4.722 -1.123
H 2.320 7.362 -1.101
H 3.333 6.698 0.304
H 1.810 7.472 0.591
H 2.944 4.744 1.200
H 0.374 3.630 0.821
H 1.081 3.291 2.263
C -1.264 -0.486 3.553
N -0.949 0.076 4.870
C -1.615 -0.522 6.028
C -1.473 0.281 7.323
C -0.049 0.856 7.444
N 0.464 1.438 6.205
C 1.756 2.124 6.285
C 0.117 0.971 4.939
O 0.703 1.379 3.918
H -0.372 -0.731 2.985
H -1.839 0.169 2.908
H -1.766 -1.458 3.698
H -1.297 -1.560 6.113
H -2.701 -0.600 5.800
H -1.791 -0.337 8.162
H -2.206 1.135 7.341
H 0.668 0.094 7.871
H -0.052 1.639 8.226
H 1.775 2.569 7.263
H 1.787 2.906 5.508
H 2.623 1.444 6.146
N -0.817 2.057 0.074
C -1.741 1.838 -0.663
N -2.745 1.635 -1.408
C -3.014 0.509 -2.005
N -3.142 -0.554 -2.503
Cl 4.229 -4.469 -6.092
C 2.757 -4.232 -5.238
C 2.202 -2.956 -5.219
C 1.083 -2.694 -4.399
C 0.483 -3.680 -3.584
C -0.675 -3.200 -2.750
C -0.386 -3.267 -1.247
N 0.591 -2.205 -0.883
C 1.989 -2.313 -0.822
C 2.447 -1.064 -0.488
N 1.359 -0.200 -0.370
C 0.261 -0.885 -0.623
O -1.788 -4.137 -3.071
C -3.135 -3.631 -2.957
C -3.904 -3.684 -4.250
C -5.294 -3.771 -4.308
Cl -6.366 -3.707 -3.023
S -5.872 -3.914 -5.908
C -4.262 -3.780 -6.539
C -3.326 -3.626 -5.578
C 1.064 -4.952 -3.652
Cl 0.418 -6.370 -2.939
C 2.241 -5.220 -4.386
H 2.594 -2.244 -5.889
H 0.749 -1.637 -4.396
H -0.906 -2.158 -3.080
H 0.011 -4.258 -0.940
H -1.287 -2.995 -0.679
H 2.435 -3.259 -1.085
H 3.484 -0.776 -0.389
H -0.716 -0.426 -0.569
H -3.184 -2.532 -2.610
H -3.642 -4.228 -2.195
H -4.079 -3.874 -7.615
H -2.230 -3.613 -5.724
H 2.766 -6.206 -4.341

Results of the Mulliken charge analysis, in e, for atoms 1 through 5: number 1, Pd, carries 0.850; number 2, O, carries -0.106; number 3, N, carries 0.068; number 4, C, carries -1.237; number 5, C, carries 0.873

---

The following is a quantum chemistry calculation of a structure of composition C9H23F6N7O10S2V in a non-equilibrium geometry, from OMol25.

<S²> = 0.7909
E_HOMO (spin up / spin down) = -0.296 / -0.297 Eh
ΔE to the lowest compared entry with this formula, charge and spin = 151.5 kJ/mol
Charge = 0
Strongest force on any atom = 4.748 eV Å⁻¹
Total energy = -104276.6436 eV
Frontier orbital gap (spin up / spin down) = 7.968 / 8.003 eV
Spin multiplicity = 2

CARTESIAN COORDINATES (ANGSTROEM)
O -0.330 -0.126 -1.335
V 0.509 -0.198 0.025
C 0.024 -3.942 1.299
C 1.189 -3.523 0.395
O 1.084 -2.298 -0.226
H 0.302 -4.979 1.509
H -0.879 -4.073 0.687
H -0.279 -3.204 2.037
H 1.515 -4.303 -0.312
H 2.116 -3.515 1.008
C -2.512 2.801 -0.662
F -2.875 3.003 -1.918
F -3.145 3.673 0.094
F -2.915 1.558 -0.341
S -0.582 2.989 -0.589
O -0.221 2.666 -1.943
O -0.400 4.344 -0.177
N -0.141 1.781 0.501
S -0.236 2.502 1.952
O -1.254 3.498 2.109
O -0.317 1.456 2.950
C 1.480 3.355 2.190
F 2.321 2.694 2.974
F 2.052 3.601 1.015
F 1.267 4.534 2.773
C 3.174 0.906 -1.829
O 2.188 0.402 -1.296
N 3.941 1.891 -1.302
N 3.685 0.409 -2.986
H 3.693 2.326 -0.428
H 4.719 2.265 -1.804
H 4.597 0.583 -3.354
H 3.009 -0.008 -3.608
C -2.438 -1.117 1.396
O -1.294 -0.785 1.077
N -3.223 -1.776 0.511
N -2.950 -0.903 2.620
H -4.154 -1.988 0.819
H -2.873 -1.980 -0.406
H -2.437 -0.574 3.415
H -3.901 -1.189 2.772
C 2.970 -0.490 2.037
O 1.868 0.053 1.793
N 3.580 -1.263 1.136
N 3.619 -0.331 3.227
H 4.557 -1.462 1.249
H 3.062 -1.453 0.280
H 4.576 -0.095 3.003
H 3.225 0.124 4.030
C -2.941 -1.712 -3.541
C -3.472 -0.464 -2.865
O -4.845 -0.170 -3.098
H -3.492 -2.547 -3.090
H -1.866 -1.798 -3.406
H -3.214 -1.795 -4.593
H -2.961 0.410 -3.293
H -3.102 -0.403 -1.840
H -5.072 0.644 -2.641

Results of the Mulliken charge analysis, in e, for atoms 1 through 5: number 1, O, carries 0.056; number 2, V, carries 1.739; number 3, C, carries -1.003; number 4, C, carries -0.391; number 5, O, carries -0.674

---

The following is a quantum chemistry calculation of a cluster of 3 separate species, C3H11NO3 in total, from OMol25.

E_HOMO = -0.373 Eh
ΔE to the lowest compared entry with this formula, charge and spin = 72.6 kJ/mol
Charge = 0
Strongest force on any atom = 0.798 eV Å⁻¹
Total energy = -10922.2536 eV
Frontier orbital gap = 10.817 eV

CARTESIAN COORDINATES (ANGSTROEM)
C 0.564 2.689 -1.284
C 0.005 1.361 -1.772
N -0.732 0.686 -0.708
C -1.338 -0.515 -0.796
O -1.685 -1.163 0.176
H 0.906 3.251 -2.150
H -0.161 3.269 -0.713
H 1.480 2.519 -0.723
H 0.829 0.720 -2.126
H -0.615 1.497 -2.667
H -0.332 0.827 0.211
H -1.540 -0.899 -1.803
O 0.761 -2.385 0.713
H 0.935 -3.327 0.755
H -0.202 -2.285 0.769
O 1.627 -0.358 3.104
H 1.621 0.564 2.832
H 1.351 -0.834 2.302

Results of the Mulliken charge analysis, in e, for atoms 1 through 5: number 1, C, carries -1.237; number 2, C, carries -0.249; number 3, N, carries -0.129; number 4, C, carries 0.026; number 5, O, carries -0.655

---

The following is a quantum chemistry calculation of a cluster of 2 separate species, C12H14Si in total in a non-equilibrium geometry, from OMol25.

E_HOMO = -0.287 Eh
ΔE to the lowest compared entry with this formula, charge and spin = 43.8 kJ/mol
Charge = 0
Strongest force on any atom = 3.888 eV Å⁻¹
Total energy = -20546.1014 eV
Frontier orbital gap = 7.758 eV

CARTESIAN COORDINATES (ANGSTROEM)
C 2.099 -0.461 0.848
C 1.220 -0.394 1.905
C 0.103 3.477 -1.146
C -0.785 3.580 -0.074
C 1.968 0.343 -0.208
C 0.263 0.618 1.965
C 0.958 2.401 -1.230
C -0.782 2.618 0.831
C 1.067 1.407 -0.182
C 0.200 1.587 0.931
C -1.636 -2.508 0.620
C -0.644 -2.056 -2.152
Si -1.808 -1.197 -0.837
H 2.766 -1.257 0.744
H 1.351 -1.195 2.669
H 0.114 4.253 -2.029
H -1.603 4.335 -0.010
H 2.774 0.163 -1.058
H -0.417 0.828 2.838
H 1.633 2.222 -2.069
H -1.513 2.860 1.603
H -2.348 -3.346 0.435
H -0.631 -2.878 0.597
H -1.954 -1.951 1.517
H 0.177 -1.301 -2.382
H -0.273 -3.052 -1.742
H -1.043 -2.469 -3.117

Results of the Mulliken charge analysis, in e, for atoms 1 through 5: number 1, C, carries -0.518; number 2, C, carries -0.467; number 3, C, carries -0.262; number 4, C, carries -0.488; number 5, C, carries -0.373

---

The following is a quantum chemistry calculation of a structure of composition C16H48GaN6O3P2 in a non-equilibrium geometry, from OMol25.

E_HOMO = -0.158 Eh
Charge = -1
Strongest force on any atom = 6.576 eV Å⁻¹
Total energy = -103399.0961 eV
Frontier orbital gap = 5.113 eV

CARTESIAN COORDINATES (ANGSTROEM)
C 2.438 -5.244 -2.042
C 1.454 -3.903 -2.206
C 2.438 -2.623 -2.589
C 0.323 -4.120 -3.417
Ga -1.454 -4.602 -2.392
O -2.049 -2.916 -1.648
H 3.106 -5.250 -3.015
H 3.098 -5.026 -1.078
H 1.742 -6.180 -1.934
H 0.877 -3.707 -1.192
H 2.716 -2.773 -3.734
H 3.388 -2.691 -1.884
H 1.864 -1.603 -2.391
H 0.685 -4.975 -4.129
H 0.201 -3.106 -4.035
H -2.584 -5.161 -3.375
H -1.063 -5.596 -1.190
H -1.803 -2.263 -2.393
O -3.761 1.029 0.280
P -3.973 -0.108 1.309
N -4.868 0.835 2.391
C -4.374 1.950 3.168
C -6.249 1.075 1.968
N -2.314 -0.293 1.657
C -1.594 0.402 2.707
C -1.452 -0.335 0.467
N -4.217 -1.416 2.492
C -4.436 -1.350 3.921
C -3.963 -2.763 2.004
H -5.083 2.194 3.968
H -4.205 2.844 2.560
H -3.461 1.711 3.705
H -6.846 0.176 2.141
H -6.307 1.323 0.901
H -6.734 1.891 2.517
H -1.585 1.484 2.549
H -0.551 0.067 2.764
H -2.003 0.177 3.692
H -1.223 0.673 0.100
H -1.935 -0.892 -0.344
H -0.507 -0.847 0.679
H -3.793 -0.625 4.421
H -4.236 -2.315 4.414
H -5.478 -1.101 4.143
H -2.945 -3.082 2.249
H -4.077 -2.806 0.916
H -4.672 -3.485 2.423
O 3.039 0.293 -0.620
P 2.686 1.779 -0.367
N 2.406 2.144 -1.994
C 3.395 2.173 -3.049
C 1.127 1.648 -2.503
N 4.225 2.185 0.248
C 5.340 2.675 -0.539
C 4.750 1.227 1.232
N 2.281 3.488 -0.076
C 2.406 4.636 -0.948
C 1.965 3.834 1.301
H 2.994 2.696 -3.926
H 3.717 1.171 -3.350
H 4.270 2.760 -2.785
H 0.317 2.288 -2.142
H 0.928 0.624 -2.166
H 1.067 1.646 -3.598
H 5.673 1.942 -1.278
H 6.200 2.918 0.097
H 5.099 3.616 -1.035
H 5.217 0.363 0.743
H 3.950 0.860 1.883
H 5.495 1.696 1.884
H 3.343 4.652 -1.504
H 2.375 5.584 -0.388
H 1.578 4.673 -1.662
H 2.847 4.224 1.819
H 1.614 2.954 1.850
H 1.163 4.579 1.356

Results of the Mulliken charge analysis, in e, for atoms 1 through 5: number 1, C, carries -1.134; number 2, C, carries 0.402; number 3, C, carries -0.724; number 4, C, carries -0.820; number 5, Ga, carries 0.503

---

The following is a quantum chemistry calculation of a cluster of 2 separate species, C10H13N2O6 in total in a non-equilibrium geometry, from OMol25.

E_HOMO = -0.139 Eh
ΔE to the lowest compared entry with this formula, charge and spin = 0.0 kJ/mol
Charge = -1
Strongest force on any atom = 1.315 eV Å⁻¹
Total energy = -25843.3008 eV
Frontier orbital gap = 6.389 eV

CARTESIAN COORDINATES (ANGSTROEM)
N 2.302 -2.342 1.367
C 2.356 -2.108 -0.063
C 2.499 -0.635 -0.464
O 1.766 0.172 0.415
C 1.081 1.223 -0.223
O 0.152 1.743 0.676
C -1.153 1.474 0.319
O -1.917 2.333 0.087
C -1.476 0.013 0.295
C -1.005 -0.810 1.317
C -1.301 -2.169 1.281
C -2.039 -2.695 0.225
C -2.502 -1.864 -0.788
C -2.226 -0.498 -0.758
H 1.597 -1.766 1.801
H 3.196 -2.197 1.808
H 1.466 -2.535 -0.522
H 3.216 -2.647 -0.452
H 2.166 -0.534 -1.501
H 3.561 -0.369 -0.458
H 1.761 2.025 -0.514
H 0.601 0.850 -1.131
H -0.413 -0.388 2.113
H -0.932 -2.811 2.065
H -2.248 -3.754 0.194
H -3.078 -2.251 -1.617
H -2.585 0.150 -1.540
N -1.214 5.596 -0.980
O -1.013 6.057 0.162
O -0.246 5.207 -1.676
O -2.374 5.532 -1.437

Results of the Mulliken charge analysis, in e, for atoms 1 through 5: number 1, N, carries -0.602; number 2, C, carries -0.653; number 3, C, carries -0.409; number 4, O, carries -0.192; number 5, C, carries -0.529

---

The following is a quantum chemistry calculation of a cluster of 10 separate species, C38H96F8N10O22S8 in total in a non-equilibrium geometry, from OMol25.

E_HOMO = -0.469 Eh
Charge = +2
Strongest force on any atom = 8.229 eV Å⁻¹
Total energy = -209304.0592 eV
Frontier orbital gap = 8.628 eV

CARTESIAN COORDINATES (ANGSTROEM)
C -2.061 -2.464 -7.989
C -0.998 -2.208 -9.094
N 0.266 -1.449 -8.629
C -0.314 -0.102 -8.080
C 1.038 -2.252 -7.590
C 1.833 -3.435 -8.102
C 1.069 -1.096 -9.897
C 2.381 -0.279 -9.732
O 3.109 -0.685 -8.598
C 4.477 -0.347 -8.544
H -2.363 -1.488 -7.597
H -1.845 -3.096 -7.131
H -2.985 -2.772 -8.479
H -1.523 -1.746 -9.928
H -0.660 -3.176 -9.469
H -1.148 0.232 -8.684
H 0.541 0.566 -8.187
H -0.385 -0.174 -6.997
H 0.291 -2.568 -6.864
H 1.657 -1.445 -7.205
H 2.262 -4.050 -7.309
H 2.791 -3.209 -8.578
H 1.329 -3.995 -8.890
H 0.330 -0.649 -10.557
H 1.251 -2.129 -10.201
H 2.146 0.780 -9.595
H 2.742 -0.369 -10.761
H 4.672 0.729 -8.519
H 5.009 -0.625 -9.462
H 5.075 -0.843 -7.783
C -4.457 -9.969 -3.547
C -5.875 -10.497 -3.674
N -6.677 -9.906 -4.779
C -6.821 -8.389 -4.597
C -5.981 -10.104 -6.151
C -5.876 -11.548 -6.598
C -8.069 -10.485 -4.840
C -8.894 -10.460 -3.564
O -9.213 -9.153 -3.154
C -10.214 -9.140 -2.133
H -4.454 -8.888 -3.437
H -3.816 -10.452 -4.284
H -3.978 -10.426 -2.677
H -6.531 -10.288 -2.828
H -5.868 -11.582 -3.777
H -7.449 -8.029 -5.407
H -5.829 -7.985 -4.789
H -7.184 -8.208 -3.591
H -5.073 -9.509 -6.218
H -6.670 -9.649 -6.866
H -5.738 -12.199 -5.728
H -5.025 -11.706 -7.252
H -6.853 -11.902 -6.923
H -7.966 -11.543 -5.088
H -8.517 -10.024 -5.719
H -8.513 -11.023 -2.708
H -9.792 -10.997 -3.895
H -10.382 -8.154 -1.710
H -9.903 -9.722 -1.256
H -11.158 -9.595 -2.435
C 3.631 -9.481 -1.630
C 2.731 -8.979 -2.730
N 3.106 -7.654 -3.445
C 4.037 -7.983 -4.577
C 1.841 -7.180 -4.192
C 0.633 -6.962 -3.225
C 3.667 -6.601 -2.482
C 3.641 -5.165 -3.013
O 4.143 -5.011 -4.304
C 4.148 -3.670 -4.788
H 4.011 -8.722 -0.955
H 4.460 -10.014 -2.104
H 3.046 -10.290 -1.194
H 1.846 -8.648 -2.183
H 2.418 -9.619 -3.551
H 5.008 -8.189 -4.125
H 4.265 -7.052 -5.100
H 3.660 -8.660 -5.337
H 1.608 -7.895 -4.979
H 2.100 -6.255 -4.703
H 0.117 -6.048 -3.531
H 0.990 -6.689 -2.233
H -0.087 -7.775 -3.254
H 4.624 -6.953 -2.099
H 3.027 -6.666 -1.601
H 4.189 -4.538 -2.303
H 2.591 -4.856 -2.943
H 5.049 -3.125 -4.508
H 3.199 -3.190 -4.543
H 4.195 -3.804 -5.870
C 5.328 -12.773 -8.792
C 3.842 -12.453 -9.078
N 3.572 -12.037 -10.505
C 4.107 -13.095 -11.465
C 2.054 -11.774 -10.760
C 1.265 -13.043 -11.006
C 4.288 -10.713 -10.749
C 3.818 -9.401 -10.108
O 3.230 -9.587 -8.842
C 2.252 -8.636 -8.561
H 5.867 -11.833 -8.669
H 5.861 -13.381 -9.519
H 5.481 -13.301 -7.851
H 3.432 -11.752 -8.358
H 3.286 -13.386 -8.967
H 3.745 -14.003 -10.992
H 5.187 -13.004 -11.482
H 3.654 -12.891 -12.431
H 2.137 -11.067 -11.587
H 1.683 -11.133 -9.961
H 0.236 -12.724 -11.169
H 1.406 -13.683 -10.134
H 1.511 -13.652 -11.875
H 4.174 -10.462 -11.805
H 5.343 -10.923 -10.583
H 3.022 -9.033 -10.763
H 4.570 -8.610 -10.111
H 1.315 -8.789 -9.107
H 2.548 -7.602 -8.761
H 1.900 -8.719 -7.529
C -2.941 -6.395 -4.877
C -1.991 -5.868 -5.861
O -1.559 -4.750 -5.811
N -1.753 -6.729 -7.038
H -1.917 -7.723 -6.739
H -2.625 -6.597 -7.608
C -0.520 -6.390 -7.859
H -2.732 -6.041 -3.873
H -2.923 -7.485 -4.921
H -3.943 -6.070 -5.174
H 0.304 -6.939 -7.409
H -0.295 -5.329 -7.781
H -0.748 -6.594 -8.903
C -6.685 -3.986 0.735
C -5.424 -4.041 -0.013
O -4.597 -3.202 -0.150
N -5.120 -5.430 -0.578
H -5.266 -6.267 -0.013
H -5.665 -5.636 -1.449
C -3.613 -5.650 -0.853
H -7.459 -4.350 0.053
H -6.924 -2.942 0.937
H -6.597 -4.470 1.707
H -3.308 -4.785 -1.439
H -3.565 -6.559 -1.445
H -3.078 -5.605 0.090
N 2.127 -4.491 -11.894
S 0.756 -5.477 -11.969
O 0.281 -5.946 -10.680
O 0.664 -6.299 -13.146
F -0.316 -4.335 -12.342
S 3.059 -5.550 -11.286
O 3.230 -6.852 -11.935
O 3.231 -5.454 -9.857
F 4.391 -4.865 -11.822
N -6.594 -5.297 -2.836
S -6.173 -3.929 -3.713
O -6.300 -2.769 -2.851
O -6.518 -3.793 -5.091
F -4.590 -4.160 -3.717
S -8.119 -5.271 -3.071
O -8.521 -5.876 -4.325
O -8.920 -4.226 -2.486
F -8.556 -6.371 -1.977
N -1.729 -9.290 -6.182
S -1.747 -10.260 -7.582
O -2.664 -11.383 -7.616
O -0.572 -10.177 -8.427
F -2.661 -9.287 -8.427
S -0.982 -10.303 -5.328
O 0.459 -10.116 -5.256
O -1.428 -11.646 -5.112
F -1.484 -9.573 -3.927
N -4.268 -5.995 -8.006
S -4.496 -4.364 -8.329
O -5.793 -3.717 -8.233
O -3.624 -3.868 -9.365
F -3.834 -3.802 -6.985
S -5.511 -6.491 -8.743
O -5.462 -6.260 -10.173
O -6.702 -6.264 -7.986
F -5.317 -8.106 -8.615

Results of the Mulliken charge analysis, in e, for atoms 1 through 5: number 1, C, carries -0.306; number 2, C, carries 0.071; number 3, N, carries 0.325; number 4, C, carries -0.991; number 5, C, carries -1.375